one | Molecular formula: C4H14N2O
Method: DFT, ωB97M-V/def2-TZVPD

Each line ends with the Löwdin charge.
Cartesian coordinates (Å):
C  1.4541  0.6674  -0.2904  -0.131
C  0.3314  0.9847  0.6874  -0.137
C  -1.0105  1.3185  0.0187  -0.086
C  -2.9048  -0.1301  -0.7183  0.207
N  -1.8912  0.1204  -0.0111  0.062
N  2.6104  0.0300  0.4069  0.226
H  1.0337  -0.0088  -1.0178  0.128
H  1.7960  1.5338  -0.7870  0.134
H  0.1420  0.1097  1.3081  0.115
H  0.5487  1.8069  1.3685  0.139
H  -1.5133  2.0756  0.5586  0.134
H  -0.9764  1.6858  -1.0088  0.152
H  -3.3130  0.5505  -1.4627  0.143
H  -3.4467  -1.0697  -0.6779  0.139
H  -1.5708  -0.6229  0.6126  0.154
H  3.2427  0.7419  0.7850  0.189
H  3.1895  -0.5268  -0.2288  0.189
H  2.2964  -0.5652  1.1753  0.174
H  -0.0925  -2.7978  -1.0312  0.060
H  -0.0513  -3.3415  0.4306  0.069
O  0.1255  -2.5623  -0.1178  -0.061

- charge = +2
- HOMO-LUMO gap (eV) = 11.1

=====

two | Molecular formula: C4H14N2O
Method: DFT, ωB97M-V/def2-TZVPD

Each line ends with the Löwdin charge.
Cartesian coordinates (Å):
N  -0.4877  -1.8869  -1.4657  0.228
C  -1.2263  -0.6406  -1.0917  -0.182
C  -1.0931  -0.1199  0.2456  -0.174
C  0.4153  0.0069  0.7389  -0.205
N  0.4905  0.6550  2.1047  0.240
C  0.8824  1.1648  -0.2617  -0.247
O  1.9289  1.9083  0.1829  -0.024
H  -0.8496  -2.6753  -0.8683  0.210
H  0.4867  -1.8662  -1.3229  0.137
H  -0.6887  -2.0987  -2.4693  0.210
H  -0.8295  0.1530  -1.8279  0.171
H  -2.2176  -0.8090  -1.2934  0.123
H  -1.6136  0.8709  0.2425  0.157
H  -1.5296  -0.8185  1.0558  0.165
H  0.8290  -1.0431  0.7585  0.171
H  0.9472  0.0273  2.7127  0.156
H  0.9487  1.6023  1.9807  0.187
H  -0.4422  0.9649  2.5024  0.210
H  0.1096  2.0261  -0.4008  0.184
H  1.1586  0.7244  -1.2744  0.151
H  2.7809  1.8541  -0.2487  0.132

- charge = +2
- SMILES = [NH3+]CC[C@H]([NH3+])CO
- HOMO-LUMO gap (eV) = 11.4

=====

three | Molecular formula: C4H14N2O
Method: DFT, ωB97M-V/def2-TZVPD

Each line ends with the Löwdin charge.
Cartesian coordinates (Å):
C  -0.2126  1.3116  -0.7939  0.236
C  1.1574  1.0384  -0.3175  -0.131
C  0.6465  0.5312  1.0304  -0.247
C  -0.0697  1.4831  1.6677  0.177
N  0.9509  -0.8817  1.3411  0.265
N  -0.4258  -0.1049  -2.9147  0.076
H  -1.0140  0.5925  -0.8363  0.087
H  -0.5811  2.2824  -1.1522  0.140
H  1.5881  0.2861  -0.9850  0.140
H  1.9385  1.7907  -0.2354  0.157
H  -0.6306  1.3911  2.5832  0.112
H  0.0881  2.5155  1.3863  0.120
H  1.7340  -1.1516  0.7341  0.184
H  0.0942  -1.5006  1.3802  0.119
H  1.4246  -0.9841  2.2557  0.204
H  -0.5434  -1.1197  -2.9813  0.073
H  -1.3323  0.3322  -2.9749  0.052
H  0.0358  0.0714  -3.8042  0.073
H  -1.7555  -2.8020  0.7578  0.095
H  -1.8552  -2.5067  2.3044  0.098
O  -1.2380  -2.5749  1.5543  -0.031

- charge = +2
- HOMO-LUMO gap (eV) = 8.8

=====

Stability, lowest: three

=====

one | Molecular formula: C31H24N5O2PtS3
Method: DFT, ωB97M-V/def2-TZVPD

Each line ends with the Löwdin charge.
Cartesian coordinates (Å):
Pt  2.1395  -0.4336  -0.1094  0.946
C  2.6423  2.6669  -3.1886  0.003
O  3.6888  2.7240  -2.1511  0.076
C  3.4220  1.7483  -1.3205  -0.301
N  2.4177  0.9877  -1.5649  -0.022
C  1.7172  1.4924  -2.7555  -0.210
C  0.2965  1.9379  -2.4748  -0.242
C  -0.2434  1.9836  -1.1984  -0.059
C  -1.5578  2.4025  -1.0128  -0.070
C  -2.3282  2.7848  -2.0974  -0.087
C  -1.7834  2.7557  -3.3763  -0.134
C  -0.4789  2.3342  -3.5627  -0.073
C  4.2760  1.4842  -0.1309  -0.134
C  5.5257  1.9904  0.1728  0.057
C  6.1846  1.4697  1.2846  0.011
C  5.6126  0.4365  2.0248  0.056
C  4.3598  -0.0112  1.6493  -0.134
N  3.7088  0.5613  0.6393  -0.024
C  3.5975  -1.1859  2.1533  -0.301
N  2.5836  -1.6112  1.4884  -0.041
C  2.0471  -2.8141  2.1484  -0.226
C  2.9074  -2.8540  3.4396  0.003
O  3.9545  -1.8362  3.2335  0.074
C  0.5713  -2.7536  2.4476  -0.234
C  -0.0708  -1.5427  2.6758  -0.051
C  -1.4052  -1.5254  3.0530  -0.072
C  -2.1048  -2.7155  3.1956  -0.065
C  -1.4685  -3.9243  2.9524  -0.058
C  -0.1317  -3.9430  2.5805  -0.029
H  3.1347  2.5130  -4.1440  0.138
H  2.1233  3.6201  -3.1839  0.139
H  1.7019  0.7035  -3.5084  0.150
H  0.3424  1.6855  -0.3384  0.082
H  -1.9765  2.4296  -0.0150  0.110
H  -3.3552  3.0938  -1.9540  0.118
H  -2.3828  3.0467  -4.2279  0.096
H  -0.0637  2.3020  -4.5652  0.129
H  5.9715  2.7491  -0.4553  0.138
H  7.1634  1.8426  1.5524  0.129
H  6.1301  -0.0290  2.8522  0.137
H  2.2571  -3.6667  1.5013  0.157
H  3.3913  -3.8078  3.6217  0.139
H  2.3347  -2.5552  4.3136  0.142
H  0.4650  -0.6077  2.5591  0.101
H  -1.8937  -0.5795  3.2501  0.106
H  -3.1456  -2.7024  3.4907  0.110
H  -2.0114  -4.8543  3.0545  0.111
H  0.3641  -4.8889  2.3918  0.121
S  -3.5111  0.4049  -4.2129  0.684
C  -2.5986  -0.2560  -3.0104  -1.044
S  -1.0105  -0.8869  -3.3174  1.011
C  -0.7706  -1.1634  -1.6184  -1.061
N  -1.7896  -0.8709  -0.9044  0.038
N  -2.8184  -0.3782  -1.6619  -0.115
C  -4.0244  -0.0986  -0.9324  -0.191
C  -5.2607  -0.0306  -1.5559  -0.040
C  -6.3908  0.2415  -0.7954  -0.067
C  -6.3018  0.4361  0.5725  -0.083
C  -5.0610  0.3476  1.1900  -0.078
C  -3.9251  0.0800  0.4468  -0.037
S  0.6644  -1.9641  -1.0215  0.521
H  -5.3570  -0.1978  -2.6163  0.049
H  -7.3515  0.2967  -1.2904  0.110
H  -7.1894  0.6473  1.1538  0.106
H  -4.9751  0.4928  2.2594  0.103
H  -2.9598  -0.0040  0.9239  0.084

- charge = +1
- HOMO-LUMO gap (eV) = 5.4

=====

two | Molecular formula: C31H24N5O2PtS3
Method: DFT, ωB97M-V/def2-TZVPD

Each line ends with the Löwdin charge.
Cartesian coordinates (Å):
Pt  0.8207  -0.1554  0.4108  0.932
C  0.1119  4.1648  0.1736  -0.010
O  0.1276  3.5485  -1.1604  0.074
C  0.3752  2.2791  -0.9325  -0.306
N  0.3435  1.8518  0.2855  -0.001
C  -0.1616  2.9878  1.1122  -0.238
C  0.4515  3.1314  2.4706  -0.219
C  -0.3739  3.4020  3.5541  -0.035
C  0.1754  3.5933  4.8125  -0.064
C  1.5469  3.4926  4.9924  -0.064
C  2.3728  3.2127  3.9112  -0.060
C  1.8271  3.0414  2.6501  -0.049
C  0.6660  1.3530  -2.0476  -0.135
C  0.7583  1.6030  -3.4048  0.061
C  1.0680  0.5317  -4.2387  0.010
C  1.2904  -0.7418  -3.7208  0.060
C  1.1790  -0.9058  -2.3525  -0.129
N  0.8631  0.1278  -1.5743  -0.022
C  1.3821  -2.1114  -1.5206  -0.297
N  1.2650  -2.0238  -0.2414  -0.045
C  1.3984  -3.3767  0.3282  -0.221
C  1.9985  -4.1349  -0.8736  -0.009
O  1.6871  -3.2791  -2.0321  0.080
C  0.0795  -3.9465  0.8163  -0.191
C  -1.1023  -3.2179  0.8300  -0.051
C  -2.2699  -3.7886  1.3193  -0.061
C  -2.2649  -5.0894  1.7955  -0.068
C  -1.0860  -5.8226  1.7819  -0.063
C  0.0794  -5.2529  1.2970  -0.039
H  -0.6553  4.9308  0.1818  0.146
H  1.0980  4.6011  0.3327  0.143
H  -1.2381  2.8310  1.2152  0.136
H  -1.4489  3.4645  3.4175  0.112
H  -0.4724  3.8135  5.6497  0.113
H  1.9754  3.6308  5.9763  0.111
H  3.4419  3.1273  4.0526  0.110
H  2.4758  2.8141  1.8109  0.115
H  0.5954  2.5981  -3.7935  0.138
H  1.1458  0.6929  -5.3050  0.129
H  1.5434  -1.5780  -4.3569  0.138
H  2.1024  -3.3277  1.1593  0.152
H  1.5450  -5.1036  -1.0525  0.137
H  3.0833  -4.2124  -0.8347  0.141
H  -1.1263  -2.1987  0.4680  0.070
H  -3.1827  -3.2073  1.3311  0.111
H  -3.1743  -5.5318  2.1791  0.110
H  -1.0719  -6.8375  2.1559  0.111
H  0.9974  -5.8313  1.3101  0.122
S  -4.1390  1.5276  3.9505  0.607
C  -2.6818  0.7590  3.9500  -1.109
S  -1.8804  0.2684  2.4713  0.932
C  -0.4500  -0.1367  3.3754  -1.060
N  -0.5912  -0.0309  4.6450  0.037
N  -1.8501  0.4270  4.9685  -0.134
C  -2.1111  0.6049  6.3672  -0.210
C  -3.3610  0.3094  6.8888  -0.042
C  -3.5802  0.4750  8.2479  -0.067
C  -2.5612  0.9199  9.0763  -0.080
C  -1.3085  1.1907  8.5443  -0.073
C  -1.0767  1.0331  7.1877  -0.027
S  1.0376  -0.6707  2.6479  0.536
H  -4.1515  -0.0408  6.2432  0.086
H  -4.5546  0.2480  8.6591  0.109
H  -2.7397  1.0462  10.1357  0.106
H  -0.5047  1.5224  9.1881  0.106
H  -0.1003  1.2142  6.7637  0.100

- charge = +1
- HOMO-LUMO gap (eV) = 5.2

=====

Stability, lowest: one

=====

one | Molecular formula: C5H4NO4
Method: DFT, ωB97M-V/def2-TZVPD

Each line ends with the Löwdin charge.
Cartesian coordinates (Å):
O  0.5876  -3.0970  1.1494  -0.038
C  -0.2440  -2.2210  0.9331  -0.352
C  -0.1618  -0.9471  0.4391  -0.129
C  0.8847  -0.3057  -0.3156  -0.339
O  2.0308  -0.5848  -0.5735  0.076
C  0.3831  1.1174  -0.5965  -0.633
O  0.5165  1.4560  -1.9608  0.045
O  1.2237  1.9499  0.1082  0.074
N  -0.9913  1.1907  -0.1877  0.097
C  -1.2599  0.0487  0.3661  -0.092
H  -1.2154  -2.3399  1.3984  0.091
H  -0.3891  1.5417  -2.2126  0.063
H  2.0060  1.4493  0.2557  0.073
H  -2.0979  0.0411  0.9129  0.066

- charge = -1
- SMILES = O=CC1=C([O-])C(O)(O)N=C1
- HOMO-LUMO gap (eV) = 8.1

=====

two | Molecular formula: C5H4NO4
Method: DFT, ωB97M-V/def2-TZVPD

Each line ends with the Löwdin charge.
Cartesian coordinates (Å):
C  -2.7539  2.1920  -0.4052  -0.119
C  -1.4262  -1.2259  0.4096  -0.646
C  2.0682  0.1184  0.8433  -0.144
C  2.1109  -0.2770  -0.6340  -0.186
C  0.0186  -0.6226  0.2927  -0.182
N  -3.1371  3.1074  -0.9463  -0.001
O  -2.3444  -0.4762  0.7417  -0.035
O  -1.3948  -2.4365  0.1958  0.029
O  0.7412  -0.2786  1.2412  0.056
O  0.6778  -0.5303  -0.9619  0.007
H  -2.6168  1.1547  0.0635  0.039
H  2.8525  -0.2374  1.4602  0.023
H  2.3853  0.5399  -1.2007  0.052
H  2.8186  -1.0277  -1.0997  0.107

- charge = -1
- HOMO-LUMO gap (eV) = 7.1

=====

Stability, lowest: two

=====

one | Molecular formula: C4H13N2P
Method: DFT, ωB97M-V/def2-TZVPD

Each line ends with the Löwdin charge.
Cartesian coordinates (Å):
C  -1.7009  1.5402  0.3313  -0.184
N  -1.0283  0.2340  0.5006  -0.278
C  -1.8261  -0.7898  -0.0786  -0.222
P  1.1098  0.2838  -0.0929  0.681
C  1.2224  -0.6814  -1.6198  -0.227
C  1.7412  -0.8588  1.1829  -0.212
N  1.5683  1.7318  -0.1222  -0.229
H  -1.6415  2.2029  -0.5803  0.093
H  -2.6696  1.2601  0.6605  0.045
H  -1.5412  2.0956  1.2633  0.066
H  -1.5054  -1.7719  0.2484  0.072
H  -2.7146  -0.6329  0.3838  0.030
H  -1.9060  -0.6356  -1.1724  0.086
H  1.3116  0.1018  -2.4348  0.062
H  2.0846  -1.3179  -1.7176  0.026
H  0.3591  -1.4630  -1.7870  0.079
H  0.7513  -1.4650  1.1223  0.050
H  2.6461  -1.4251  1.0782  0.033
H  1.5806  -0.3533  2.1710  0.056
H  2.1586  1.9444  0.6634  -0.025

- SMILES = CN(C)P(C)(C)=N
- HOMO-LUMO gap (eV) = 8.8

=====

two | Molecular formula: C4H13N2P
Method: DFT, ωB97M-V/def2-TZVPD

Each line ends with the Löwdin charge.
Cartesian coordinates (Å):
C  0.4244  -1.6093  2.3733  -0.252
C  -0.6065  2.4433  -0.8172  -0.183
C  2.0704  -0.5963  -1.7804  0.012
C  -1.6283  -0.8359  -0.4164  -0.217
N  0.1681  -0.3110  1.8228  -0.303
N  -0.6291  1.6258  0.3802  -0.271
P  -0.1410  0.0137  0.3196  0.775
H  -0.0006  -2.4456  1.8064  0.053
H  0.0056  -1.6250  3.3832  0.064
H  1.5030  -1.7741  2.4637  0.062
H  -1.0772  3.4069  -0.5978  0.076
H  0.4015  2.6231  -1.2036  0.067
H  -1.1884  1.9430  -1.5950  0.065
H  2.9063  -0.2281  -1.2224  -0.036
H  1.9366  -1.6572  -1.8332  -0.038
H  1.7467  -0.0188  -2.6228  -0.040
H  -1.7605  -0.5612  -1.4580  0.023
H  -1.4770  -1.9111  -0.3468  0.025
H  -2.4958  -0.5403  0.1739  0.041
H  -0.1582  2.0583  1.1703  0.076

- HOMO-LUMO gap (alpha / beta) (eV) = 7.8 / 7.6

=====

Stability, lowest: two